No. 1
The following is a quantum chemistry calculation of 2 unconnected molecules or ions with the total composition C7H11NS2, from OMol25.

Geometry as ORCA input:
```
! wB97M-V def2-TZVPD RIJCOSX def2/J DEFGRID3
* xyz 0 3
C 2.7454 0.8735 -1.1297
C 3.4120 1.7319 -0.2994
C 1.0542 1.2702 0.2170
C -1.2183 -0.4069 -0.8390
C -2.6190 0.4686 1.0338
C -0.3713 1.3528 0.6682
C -1.3570 0.5409 0.3202
N 1.4114 0.6030 -0.8296
S 2.2857 2.2039 0.9703
S 2.0160 -2.8025 0.4303
H 3.2999 0.5653 -1.9726
H 4.4443 2.1502 -0.3772
H -0.4889 -1.1814 -0.5632
H -2.1693 -0.9680 -0.9641
H -0.7742 0.1388 -1.7858
H -2.8939 1.4520 1.5522
H -3.2181 -0.1145 0.4358
H -2.5322 -0.2317 1.9336
H -0.5080 1.9861 1.5243
H 2.8572 -2.5925 -0.6277
H 1.0597 -2.1661 -0.2305
*
```

Properties
<S²>: 2.0215

***

No. 2
The following is a quantum chemistry calculation of a molecular structure, C30H27AuN4O4S3, from OMol25.

Geometry as ORCA input:
```
! wB97M-V def2-TZVPD RIJCOSX def2/J DEFGRID3
* xyz 0 3
Au 2.1641 -0.5385 0.7437
C -3.4569 -5.8196 4.9995
C -2.6796 -5.0481 3.9700
C -3.0511 -5.0686 2.6298
C -2.3467 -4.3444 1.6799
C -1.2619 -3.5808 2.0792
C -0.8676 -3.5480 3.4105
C -1.5750 -4.2835 4.3441
S -0.4278 -2.6063 0.8615
O -0.7596 -1.2227 1.0973
O -0.7015 -3.1790 -0.4291
N 1.1482 -2.7982 1.3184
C 1.8487 -3.8305 0.7185
C 2.9797 -3.2402 -0.3422
O 3.4240 -4.0738 -1.0850
O 3.2835 -2.0191 -0.2111
H -4.0400 -6.6163 4.5399
H -4.1504 -5.1625 5.5284
H -2.7946 -6.2637 5.7426
H -3.8988 -5.6677 2.3203
H -2.6224 -4.3762 0.6346
H -0.0041 -2.9662 3.7045
H -1.2629 -4.2709 5.3817
H 1.2758 -4.5417 0.1275
H 2.5329 -4.3119 1.4231
C 1.1526 0.2866 3.7197
C 0.7130 1.1938 2.6228
N 1.2165 1.1830 1.4022
C 0.5774 2.0914 0.5708
C -0.4074 2.8009 1.1920
S -0.5343 2.3145 2.8257
C 2.0224 1.5678 -1.3716
C 3.2963 2.0318 -1.3153
S 4.3167 0.9846 -2.1997
C 2.9506 0.0161 -2.6243
N 1.8294 0.4360 -2.1240
C 3.0843 -1.2153 -3.4534
H 2.0668 -0.2274 3.4280
H 0.3831 -0.4638 3.9061
H 1.3285 0.8436 4.6397
H -1.0339 3.5692 0.7768
H 3.6636 2.9005 -0.7955
H 3.6172 -1.0129 -4.3826
H 2.0868 -1.5827 -3.6852
H 3.6231 -1.9862 -2.9010
N 0.9140 2.2158 -0.7650
C 0.0221 2.9168 -1.6257
C -0.7938 2.1066 -2.5105
C -1.1882 2.5587 -3.7782
C -1.9567 1.7581 -4.6050
C -2.3481 0.4928 -4.1860
C -1.9490 0.0239 -2.9399
C -1.1716 0.8132 -2.1147
C -0.0351 4.3478 -1.5128
C -1.1440 5.0912 -1.9670
C -1.1853 6.4649 -1.8217
C -0.1349 7.1453 -1.2162
C 0.9567 6.4278 -0.7396
C 1.0057 5.0547 -0.8770
H -0.8563 3.5282 -4.1256
H -2.2383 2.1165 -5.5868
H -2.9490 -0.1316 -4.8344
H -2.2334 -0.9679 -2.6129
H -0.8460 0.4243 -1.1579
H -1.9867 4.5757 -2.4054
H -2.0519 7.0104 -2.1730
H -0.1714 8.2211 -1.1074
H 1.7755 6.9461 -0.2570
H 1.8575 4.5067 -0.4991
*
```

Properties
<S²>: 2.0457

***

No. 3
The following is a quantum chemistry calculation of a molecular structure, C35H28CuF3N4O2P2S, from OMol25.

Geometry as ORCA input:
```
! wB97M-V def2-TZVPD RIJCOSX def2/J DEFGRID3
* xyz -2 1
Cu -1.3183 0.5102 -1.4739
C 2.1280 -1.0288 1.2907
N 1.2680 -0.3081 0.3660
P 1.9201 0.5309 -0.9930
C 3.6798 0.7130 -0.4556
C 3.9692 1.8895 0.2297
C 5.2565 2.1731 0.6399
C 6.2811 1.2824 0.3630
C 6.0080 0.1195 -0.3374
C 4.7182 -0.1638 -0.7487
C 2.2035 -0.7863 -2.2422
C 2.0117 -2.1514 -2.0878
C 2.1737 -3.0047 -3.1648
C 2.5019 -2.4994 -4.4115
C 2.6568 -1.1332 -4.5858
C 2.5140 -0.2857 -3.5065
P -0.1724 0.4803 0.8997
C 0.3243 0.7769 2.6624
C 1.1981 1.8378 2.8905
C 1.6520 2.1229 4.1635
C 1.2321 1.3516 5.2370
C 0.3372 0.3154 5.0288
C -0.1170 0.0323 3.7531
C -1.3735 -0.8746 1.2494
C -1.1706 -2.2457 1.3156
C -2.2443 -3.0995 1.5089
C -3.5285 -2.5966 1.6181
C -3.7435 -1.2282 1.5541
C -2.6702 -0.3777 1.3838
H 2.8275 -0.3676 1.8190
H 2.7054 -1.7779 0.7410
H 1.5085 -1.5260 2.0396
H 3.1591 2.5800 0.4109
H 5.4668 3.0938 1.1671
H 7.2894 1.4958 0.6925
H 6.8111 -0.5710 -0.5617
H 4.5211 -1.0714 -1.3022
H 1.7252 -2.5514 -1.1265
H 2.0185 -4.0666 -3.0309
H 2.6109 -3.1634 -5.2593
H 2.8698 -0.7375 -5.5718
H 2.6192 0.7854 -3.6311
H 1.4939 2.4373 2.0447
H 2.3376 2.9464 4.3259
H 1.5950 1.5640 6.2344
H 0.0029 -0.2830 5.8692
H -0.8137 -0.7811 3.6083
H -0.1812 -2.6641 1.2014
H -2.0715 -4.1668 1.5485
H -4.3665 -3.2702 1.7441
H -4.7475 -0.8305 1.6090
H -2.8228 0.6935 1.3156
F -1.0711 4.9962 -0.4885
C -0.2882 4.4420 -1.4298
F -0.9201 4.5963 -2.6012
F 0.7930 5.2732 -1.4985
C 0.1505 2.9555 -1.1122
O 0.7756 2.8276 -0.0564
O -0.1455 2.1358 -1.9886
N 0.2790 -5.4651 -0.4491
C -0.2482 -4.5512 -0.9328
N -0.9321 -3.6528 -1.5304
C -0.9312 -2.4010 -1.6021
N -1.0485 -1.2650 -1.8534
S -3.0577 2.0335 -1.2169
C -4.6338 1.3214 -1.1531
C -5.7222 2.1543 -0.8483
C -6.9945 1.6453 -0.7234
C -7.2311 0.2894 -0.9113
C -6.1692 -0.5385 -1.2515
C -4.8889 -0.0377 -1.3763
H -5.5234 3.2064 -0.6999
H -7.8127 2.3118 -0.4711
H -8.2295 -0.1162 -0.7976
H -6.3479 -1.5962 -1.4109
H -4.0580 -0.6843 -1.6349
*
```

***

No. 4
The following is a quantum chemistry calculation of a molecular structure, C28H41BrO7PtSSeSi4Te, from OMol25.

Geometry as ORCA input:
```
! wB97M-V def2-TZVPD RIJCOSX def2/J DEFGRID3
* xyz -2 3
Pt -0.3065 1.2392 -0.8381
O 2.5817 -0.0523 -1.2118
S 2.8511 -0.0790 0.2407
C 4.2028 1.0903 0.5072
C 4.4538 1.5692 1.7830
C 5.4502 2.5159 1.9690
C 6.1684 2.9897 0.8789
C 5.8889 2.5205 -0.3982
C 4.8991 1.5673 -0.5887
C 3.8529 -1.5602 0.5103
C 4.2885 -1.9082 1.7797
C 5.0269 -3.0685 1.9515
C 5.3088 -3.8806 0.8595
C 4.8438 -3.5344 -0.4012
C 4.1075 -2.3709 -0.5805
H 3.8404 1.2405 2.6137
H 5.6408 2.9114 2.9590
H 6.9289 3.7479 1.0213
H 6.4289 2.9146 -1.2505
H 4.6214 1.2092 -1.5728
H 4.0452 -1.2829 2.6305
H 5.3693 -3.3475 2.9405
H 5.8754 -4.7937 0.9967
H 5.0392 -4.1804 -1.2482
H 3.7000 -2.0821 -1.5413
C 3.1024 5.4043 -1.7249
Si 1.2639 5.7602 -1.9289
C 0.6229 4.7352 -3.3714
C 1.0943 7.5893 -2.4023
Si 0.1244 5.1796 0.0282
Te 0.9516 2.9779 0.7789
Si -2.2131 5.1295 -0.1760
C -2.7966 4.4295 -1.8115
C -2.8954 4.0915 1.2276
C -2.8912 6.8996 -0.0532
Si 0.7688 6.5936 1.7823
C -0.1271 6.1071 3.3680
C 0.4159 8.4324 1.4854
C 2.6270 6.4391 2.0786
H 3.6351 5.6228 -2.6561
H 3.2518 4.3538 -1.4674
H 3.5419 6.0052 -0.9253
H 1.3060 4.7993 -4.2240
H -0.3607 5.0807 -3.6952
H 0.5297 3.6851 -3.0834
H 1.6383 7.7863 -3.3317
H 1.5055 8.2408 -1.6282
H 0.0494 7.8677 -2.5573
H -2.4666 3.3954 -1.9435
H -2.4507 5.0340 -2.6530
H -3.8923 4.4325 -1.8218
H -2.5084 3.0710 1.1340
H -3.9882 4.0508 1.1796
H -2.6032 4.4843 2.2038
H -2.4839 7.5355 -0.8435
H -2.6559 7.3604 0.9088
H -3.9806 6.8855 -0.1604
H -1.1750 6.4147 3.3328
H 0.3383 6.5835 4.2365
H -0.0968 5.0243 3.5039
H -0.6440 8.6138 1.2990
H 0.9769 8.8133 0.6298
H 0.7082 9.0159 2.3651
H 2.9285 5.3895 2.0904
H 2.9040 6.8952 3.0345
H 3.1883 6.9426 1.2878
O -2.4953 -1.1832 -0.4251
Se -0.9743 -1.7451 -0.9159
O -1.1901 -3.1282 -1.7064
O 0.0515 -1.8205 0.3338
O -0.4530 -0.5412 -1.9645
Br -8.5836 0.4368 1.5919
C -6.7538 0.4533 1.0299
C -6.4614 0.7039 -0.2985
C -5.1306 0.7171 -0.6963
C -4.1184 0.4836 0.2212
C -4.4377 0.2347 1.5484
C -5.7611 0.2169 1.9652
C -2.6662 0.5514 -0.2026
O -2.4394 1.1194 -1.3638
O -1.8154 0.8739 0.7399
H -7.2579 0.8859 -1.0078
H -4.8548 0.9129 -1.7244
H -3.6287 0.0600 2.2456
H -6.0175 0.0249 2.9985
*
```

Properties
<S²>: 2.0089

***

Values of relative energy (zero: lowest compared OMol25 entry of this formula, charge and spin), in order: 37.0; 0.0; 21.3; 16.1, all in kcal/mol.
Values of E_tot, in order: -1124.267071; -3009.576029; -4741.161916; -8537.202602, all in Eh.